{
  "formula": "C32H35FeN6O8S",
  "method": "the ωB97M-V functional and the def2-TZVPD basis",
  "elements": ["Fe", "N", "C", "C", "C", "C", "C", "C", "S", "O", "O", "N", "C", "N", "C", "C", "C", "N", "H", "H", "H", "H", "H", "H", "H", "H", "H", "O", "C", "C", "O", "O", "C", "C", "C", "C", "C", "C", "C", "C", "C", "C", "C", "C", "H", "H", "H", "H", "H", "H", "H", "H", "H", "H", "H", "C", "N", "C", "C", "C", "N", "C", "C", "O", "H", "H", "H", "H", "H", "H", "H", "H", "H", "H", "H", "H", "C", "O", "C", "O", "H", "H", "H"],
  "positions_angstrom": [[-0.027, -0.352, 1.446], [3.083, -6.281, -2.424], [2.738, -5.418, -1.397], [2.830, -5.828, -0.064], [2.518, -4.955, 0.958], [2.126, -3.657, 0.664], [2.034, -3.232, -0.656], [2.339, -4.108, -1.679], [1.696, -2.586, 1.986], [2.160, -1.225, 1.669], [2.156, -3.195, 3.197], [0.102, -2.305, 1.963], [-0.860, -3.185, 1.560], [-1.990, -2.577, 1.149], [-2.969, -3.367, 0.739], [-2.852, -4.749, 0.720], [-1.648, -5.263, 1.170], [-0.650, -4.502, 1.602], [3.053, -7.264, -2.209], [2.711, -6.060, -3.332], [3.148, -6.838, 0.165], [2.572, -5.271, 1.990], [1.707, -2.227, -0.886], [2.269, -3.773, -2.707], [-3.876, -2.873, 0.405], [-3.656, -5.385, 0.382], [-1.472, -6.334, 1.190], [-1.614, 0.846, 0.288], [-1.490, 0.887, -1.141], [-0.430, -0.187, -1.496], [-0.207, -0.436, -2.664], [0.152, -0.729, -0.491], [-0.958, 2.237, -1.606], [-0.631, 3.243, -0.706], [-0.116, 4.452, -1.158], [0.082, 4.663, -2.512], [-0.251, 3.661, -3.417], [-0.772, 2.459, -2.969], [-2.850, 0.547, -1.725], [-3.781, 1.555, -1.945], [-5.072, 1.248, -2.355], [-5.440, -0.073, -2.551], [-4.513, -1.085, -2.338], [-3.226, -0.779, -1.926], [-2.337, 1.411, 0.579], [-0.756, 3.078, 0.355], [0.126, 5.230, -0.443], [0.484, 5.604, -2.866], [-0.103, 3.817, -4.477], [-1.018, 1.674, -3.671], [-3.493, 2.592, -1.813], [-5.784, 2.044, -2.529], [-6.444, -0.316, -2.874], [-4.791, -2.119, -2.501], [-2.509, -1.575, -1.768], [1.011, 3.437, 3.136], [2.000, 3.295, 2.084], [2.900, 4.417, 1.876], [4.154, 3.953, 1.167], [3.748, 3.228, -0.097], [2.797, 2.170, 0.202], [2.690, 1.122, -0.801], [1.914, 2.253, 1.215], [1.004, 1.411, 1.363], [1.494, 3.876, 4.010], [0.614, 2.468, 3.414], [0.190, 4.095, 2.830], [3.135, 4.839, 2.854], [2.401, 5.204, 1.295], [4.712, 3.277, 1.816], [4.793, 4.803, 0.928], [4.611, 2.765, -0.577], [3.308, 3.925, -0.822], [3.680, 0.703, -0.980], [2.299, 1.530, -1.738], [2.036, 0.332, -0.455], [-3.252, 1.062, 3.072], [-2.013, 0.967, 3.778], [-1.041, 0.308, 3.127], [0.029, 0.137, 3.684], [-4.040, 1.101, 3.820], [-3.394, 0.197, 2.425], [-3.281, 1.988, 2.491]],
  "forces_ev_per_a": [[0.2, 0.3, -0.1], [0.0, 0.0, 0.0], [0.0, 0.0, 0.0], [0.0, 0.0, 0.0], [0.0, 0.0, 0.0], [-0.1, 0.0, 0.0], [0.0, 0.0, 0.0], [0.0, 0.0, 0.0], [0.0, 0.1, 0.1], [-0.1, -0.2, 0.1], [0.0, 0.1, 0.0], [0.0, -0.1, -0.4], [-0.1, 0.1, 0.2], [0.0, 0.0, 0.0], [0.0, -0.1, 0.0], [0.0, 0.0, 0.0], [0.0, 0.0, 0.0], [0.0, 0.0, 0.0], [0.0, 0.0, 0.0], [0.0, 0.0, 0.0], [0.0, 0.0, 0.0], [0.0, 0.0, 0.0], [0.0, 0.0, 0.0], [0.0, 0.0, 0.0], [0.0, 0.0, 0.0], [0.0, 0.0, 0.0], [0.0, 0.0, 0.0], [0.1, 0.0, 0.0], [0.0, 0.1, 0.0], [0.0, -0.1, 0.1], [0.0, 0.0, -0.1], [0.0, -0.1, 0.1], [0.0, 0.0, 0.0], [0.0, -0.1, 0.0], [0.0, 0.0, 0.0], [0.0, 0.0, 0.0], [0.0, 0.0, 0.0], [0.0, 0.0, -0.1], [0.0, 0.0, 0.0], [0.0, 0.0, 0.0], [0.0, 0.0, 0.0], [0.0, 0.0, 0.0], [0.0, 0.0, 0.0], [0.0, 0.0, 0.0], [-0.1, -0.1, 0.0], [0.0, 0.0, 0.0], [0.0, 0.0, 0.0], [0.0, 0.0, 0.0], [0.0, 0.0, 0.0], [0.0, 0.0, 0.0], [0.0, 0.0, 0.0], [0.0, 0.0, 0.0], [0.0, 0.0, 0.0], [0.0, 0.0, 0.0], [0.0, 0.0, 0.0], [0.0, 0.0, 0.0], [0.0, 0.0, 0.0], [0.0, 0.0, 0.0], [0.0, 0.0, 0.0], [0.0, 0.0, 0.0], [0.1, 0.0, 0.0], [0.0, 0.0, 0.0], [-0.1, 0.1, -0.1], [-0.1, -0.1, 0.0], [0.0, 0.0, 0.0], [0.0, 0.0, 0.0], [0.0, 0.0, 0.0], [0.0, 0.0, 0.0], [0.0, 0.0, 0.0], [0.0, 0.0, 0.0], [0.0, 0.0, 0.0], [0.0, 0.0, 0.0], [0.0, 0.0, 0.0], [0.0, 0.0, 0.0], [0.0, 0.0, 0.0], [0.1, 0.0, 0.0], [-0.1, 0.0, 0.0], [0.0, -0.2, -0.2], [0.3, 0.2, 0.6], [-0.2, 0.1, -0.1], [0.0, 0.0, 0.0], [0.0, 0.0, 0.0], [0.0, 0.0, 0.0]],
  "mulliken_spin": [3.888, 0.001, 0.002, -0.001, 0.003, 0.006, 0.004, -0.001, -0.008, 0.052, 0.009, 0.152, 0.000, 0.025, 0.001, 0.007, -0.002, 0.006, 0.000, 0.000, 0.000, 0.000, -0.001, 0.000, 0.000, 0.001, 0.000, 0.104, 0.046, -0.006, 0.008, 0.076, -0.006, -0.003, 0.000, 0.000, 0.000, 0.000, 0.000, -0.001, -0.001, 0.001, -0.001, 0.000, -0.007, 0.007, 0.000, 0.000, 0.000, 0.000, 0.000, 0.000, 0.000, 0.000, 0.000, -0.007, 0.003, 0.000, 0.000, 0.000, 0.002, -0.007, -0.007, 0.101, 0.000, 0.014, -0.001, 0.000, 0.000, 0.000, 0.000, 0.000, 0.000, 0.000, 0.000, 0.006, 0.020, 0.035, 0.294, 0.196, 0.003, -0.011, -0.001],
  "gap_ev": [8.485, 7.667],
  "multiplicity": 6,
  "charge": 0,
  "energy_ha": -3832.83970,
  "lumo_energy_ev": [0.5, -0.3],
  "fmax_ha_per_bohr": 0.0132
}

=====

{
  "formula": "C2H9O2",
  "method": "the ωB97M-V functional and the def2-TZVPD basis",
  "elements": ["O", "H", "H", "H", "C", "O", "C", "H", "H", "H", "H", "H", "H"],
  "positions_angstrom": [[-2.557, -0.175, -0.581], [2.455, -1.042, 0.584], [-3.261, 0.208, -1.124], [-2.857, -1.094, -0.622], [0.373, -0.233, 0.348], [1.645, -0.681, 1.073], [0.610, 0.972, -0.531], [-0.261, 0.047, 1.154], [0.036, -1.169, -0.190], [1.772, -0.807, 2.118], [1.569, 1.018, -1.052], [0.699, 1.913, 0.036], [-0.222, 1.042, -1.212]],
  "forces_ev_per_a": [[-0.8, -0.4, -0.5], [0.0, -0.1, -0.2], [0.3, 0.5, 0.1], [0.5, -0.1, 0.4], [0.5, -1.1, -1.0], [0.2, 0.3, 0.0], [0.9, 0.7, 0.4], [-0.7, -0.2, 0.5], [0.2, 1.4, 0.6], [-0.2, 0.0, 0.1], [-0.2, -0.8, -0.4], [-0.6, -0.4, 0.2], [-0.2, 0.1, -0.4]],
  "mulliken_spin": [-0.002, 0.456, -0.001, -0.002, 0.787, -1.080, 0.076, 0.151, 0.039, 0.598, -0.009, 0.007, -0.020],
  "gap_ev": [4.769, 12.475],
  "multiplicity": 2,
  "charge": 0,
  "energy_ha": -231.91400,
  "lumo_energy_ev": [0.4, 0.4],
  "fmax_ha_per_bohr": 0.0300
}

=====

{
  "formula": "C4H6Se",
  "method": "the ωB97M-V functional and the def2-TZVPD basis",
  "elements": ["C", "C", "C", "C", "Se", "H", "H", "H", "H", "H", "H"],
  "positions_angstrom": [[0.191, 0.659, 0.626], [0.019, -0.472, 0.077], [0.102, -1.785, -0.132], [0.835, 0.639, -2.702], [2.501, 0.647, -2.259], [1.226, 1.054, 0.821], [0.304, -2.070, -1.216], [0.225, -2.468, 0.709], [0.006, 1.441, -2.367], [0.492, -0.017, -3.457], [-0.635, 1.452, 0.479]],
  "forces_ev_per_a": [[-0.4, 4.6, -0.4], [0.5, -4.5, 0.5], [0.6, 1.7, -1.9], [-1.9, 2.7, 0.6], [0.3, 0.1, 0.2], [-1.2, -0.5, -0.1], [-0.3, -0.1, 1.7], [-0.6, 0.0, -0.4], [2.1, -1.9, -0.5], [-0.4, -0.8, -0.6], [1.3, -1.3, 0.9]],
  "mulliken_charge": [-0.497, 0.162, -0.604, -0.581, -0.029, 0.250, 0.214, 0.264, 0.261, 0.343, 0.218],
  "gap_ev": [7.903, 7.902],
  "multiplicity": 1,
  "charge": 0,
  "energy_ha": -2557.28327,
  "smiles": "C=[Se].C=C=C",
  "lumo_energy_ev": [-0.7, -0.7],
  "fmax_ha_per_bohr": 0.0902
}

=====

{
  "formula": "H3N4",
  "method": "the ωB97M-V functional and the def2-TZVPD basis",
  "elements": ["N", "N", "N", "N", "H", "H", "H"],
  "positions_angstrom": [[2.707, -0.617, 3.248], [1.790, -0.413, 2.698], [-0.605, 0.164, -0.236], [0.368, -0.063, 0.448], [-0.762, -0.039, -1.241], [-1.447, 0.603, 0.087], [0.485, 0.073, 1.490]],
  "forces_ev_per_a": [[-0.2, 0.0, -0.1], [0.4, 0.0, 0.4], [-0.7, 0.5, 0.7], [0.9, -1.1, -1.7], [1.6, -0.4, 0.1], [-0.9, 0.5, 1.2], [-1.0, 0.5, -0.6]],
  "mulliken_charge": [-0.218, 0.166, 0.117, -0.107, 0.318, 0.294, 0.431],
  "gap_ev": 10.921,
  "multiplicity": 1,
  "charge": 1,
  "energy_ha": -220.49467,
  "lumo_energy_ev": -7.2,
  "fmax_ha_per_bohr": 0.0429
}